(1)
Entry from the OMol25 dataset: 11 unconnected molecules or ions with the total composition C37H59FO33 at a distorted geometry (the ωB97M-V functional and the def2-TZVPD basis).

Geometry (Å):
O -4.389417 2.815418 1.280607
C -4.928467 2.131248 2.160027
O -5.188587 2.524528 3.400557
C -5.581947 1.425548 4.189717
C -6.101397 0.440238 3.124317
F -7.367437 0.786508 2.950747
O -5.303287 0.818598 2.021667
H -4.735577 1.039938 4.758107
H -6.354007 1.693098 4.911137
H -5.903267 -0.582202 3.445997
C 3.130273 4.757808 4.406137
C 2.646573 3.493078 3.612857
O 1.317713 3.365018 3.887197
C 0.554893 2.261578 3.643437
O 1.033823 1.212548 3.229587
O -0.709077 2.516358 4.128147
C -1.686727 1.500208 4.091857
H 2.365963 5.526918 4.294777
H 4.072143 5.125408 3.998877
H 3.195963 4.481138 5.458387
H 3.151583 2.612138 4.009097
H 2.795893 3.625808 2.541327
H -1.972477 1.336598 3.052787
H -2.579907 1.861458 4.601607
H -1.389277 0.550868 4.537247
C 4.576663 -0.732552 -4.506793
C 4.143973 0.645978 -3.903013
O 4.140813 0.411318 -2.526253
C 3.815433 1.448138 -1.672923
O 3.457733 2.586108 -2.003013
O 3.788223 0.901458 -0.447603
C 3.566633 1.796248 0.696257
H 5.551283 -1.095622 -4.180623
H 4.693133 -0.628852 -5.585583
H 3.946733 -1.574312 -4.219183
H 3.093563 0.852568 -4.108113
H 4.783233 1.414338 -4.337813
H 2.530343 2.051118 0.918177
H 4.133223 2.709188 0.512907
H 4.062163 1.346848 1.556827
C 2.272513 -2.188722 -0.619623
C 1.440993 -1.331032 -1.548763
O 1.060853 -0.099922 -0.929473
C -0.085417 0.502648 -1.236293
O -0.855227 0.125228 -2.106423
O -0.367477 1.298288 -0.174073
C -1.630637 1.963178 -0.062193
H 1.639793 -2.511572 0.207137
H 3.210003 -1.699812 -0.354693
H 2.503373 -3.125492 -1.126843
H 0.593953 -1.902412 -1.928413
H 1.983703 -1.091922 -2.463303
H -2.105967 1.666848 0.872877
H -2.275837 1.696138 -0.899163
H -1.546847 3.047208 -0.139263
C -4.007537 -1.259522 -0.682643
C -4.189397 -2.222812 0.488367
O -2.912347 -2.601172 0.978457
C -2.282987 -1.830752 1.827997
O -2.743227 -0.839982 2.384117
O -1.023447 -2.304942 1.819877
C -0.046737 -1.577132 2.604657
H -3.232137 -0.525072 -0.464833
H -4.934377 -0.710892 -0.850253
H -3.729567 -1.738902 -1.621263
H -4.527827 -3.147522 0.020947
H -4.904897 -1.874912 1.233437
H 0.083273 -0.530812 2.328207
H 0.853343 -2.170042 2.442117
H -0.302057 -1.727142 3.653667
O 7.500303 -4.030342 -4.695323
C 6.441133 -4.399692 -4.302073
O 6.027553 -5.683762 -4.102423
C 4.652033 -5.722512 -3.660663
C 4.541953 -4.307902 -3.038703
O 5.479713 -3.583392 -3.821273
H 3.978953 -5.886742 -4.502143
H 4.511593 -6.367652 -2.793383
H 4.786673 -4.222442 -1.979973
H 3.564093 -3.839022 -3.148333
O 1.611463 -1.663492 -4.874143
C 0.479163 -1.162322 -4.937553
O 0.245153 0.109738 -4.872593
C -1.089817 0.319398 -5.230753
C -1.831897 -0.938602 -5.041523
O -0.717267 -1.857332 -5.098893
H -1.461827 1.078288 -4.542423
H -1.141277 0.607268 -6.280803
H -2.585697 -1.078482 -5.816323
H -2.296527 -1.052142 -4.062063
O -1.643037 7.669708 -0.512993
C -2.208757 6.734148 -1.110143
O -1.857677 5.447408 -1.172823
C -2.723937 4.769748 -2.036943
C -3.389287 5.895698 -2.824363
O -3.196597 6.932688 -1.934553
H -2.252317 4.024728 -2.677723
H -3.422467 4.124508 -1.504173
H -4.467817 5.850538 -2.975463
H -2.956277 6.072448 -3.808933
O -0.517927 7.826238 3.387067
C -1.405077 6.949208 3.240637
O -1.341037 5.982498 2.166387
C -2.293647 5.015868 2.553947
C -3.127957 5.591218 3.636137
O -2.471927 6.721108 4.073867
H -2.907247 4.536318 1.791297
H -1.781867 4.170548 3.013947
H -3.404427 4.904368 4.436077
H -4.068787 5.939338 3.209807
O 1.151003 -5.121642 -3.101013
C 0.300503 -5.157632 -2.246003
O -0.957277 -4.549812 -2.267623
C -1.350877 -4.163282 -0.995223
C -0.658117 -5.261912 -0.201013
O 0.498903 -5.676882 -0.982033
H -1.019897 -3.187122 -0.640743
H -2.407987 -4.422252 -1.054973
H -1.366457 -6.066852 -0.005013
H -0.409347 -4.955082 0.814897
O 3.157593 -7.334662 0.610817
C 2.940013 -6.377482 1.403037
O 3.783333 -5.515662 1.816527
C 3.225333 -4.644322 2.759167
C 1.921133 -5.210792 3.142437
O 1.838993 -6.296752 2.201457
H 3.851313 -4.484922 3.637147
H 3.022343 -3.767912 2.143707
H 1.031123 -4.593442 3.020597
H 1.895973 -5.427612 4.210357

Force components x, y, z for each atom (eV/Å):
O -1.790 -2.225 2.629
C 1.451 1.030 -2.389
O 0.347 1.083 0.159
C -0.118 -0.896 0.495
C 2.567 1.500 1.924
F -1.669 -0.586 -0.978
O -0.446 0.061 -0.645
H 0.195 -0.049 -0.199
H -0.056 0.234 -0.329
H -0.504 -0.203 -0.750
C -0.712 -1.036 -0.769
C 2.280 0.688 0.366
O -4.754 -0.461 0.444
C 1.727 -0.334 1.009
O -1.555 1.519 0.372
O 2.104 0.278 -0.280
C -0.491 -0.489 -0.897
H 0.111 0.083 -0.020
H 0.019 -0.101 0.230
H 0.223 0.218 -0.032
H 0.364 -0.128 -0.434
H 0.173 -0.133 -0.001
H 0.037 -0.309 0.057
H 0.297 0.290 0.196
H 0.308 0.146 -0.034
C 0.253 0.588 0.138
C -0.607 -2.161 -1.631
O 0.733 1.832 2.906
C -1.498 0.519 -1.402
O 1.271 -2.632 0.876
O -0.002 0.848 0.641
C 1.089 0.257 -0.690
H 0.264 0.704 0.342
H -0.481 -0.196 -0.098
H -0.485 0.476 -0.373
H 0.067 0.190 -0.808
H 0.105 0.333 0.817
H -0.050 -0.482 -0.438
H -0.240 0.175 -0.164
H -0.356 -0.423 -0.152
C -0.393 -0.011 -0.290
C 0.322 -0.342 -1.472
O 0.075 0.598 0.395
C -1.311 -2.292 1.188
O 0.637 1.247 0.422
O 0.350 0.468 -0.658
C -0.431 -0.093 -0.917
H 0.261 0.316 0.516
H -0.210 -0.019 0.354
H 0.114 0.060 -0.314
H -0.497 0.221 0.346
H 0.288 0.076 0.125
H 0.185 0.022 -0.101
H -0.072 -0.370 0.068
H 0.542 -0.017 0.393
C -0.139 0.683 0.275
C -0.183 -0.276 -1.747
O -0.599 -0.768 0.233
C 0.420 1.412 -0.193
O 0.875 -1.477 -0.287
O -0.277 0.962 0.598
C -0.032 -1.046 0.256
H -0.044 0.093 0.081
H -0.027 0.029 -0.044
H 0.028 -0.269 0.190
H -0.435 -0.112 0.518
H 0.437 0.014 0.189
H -0.203 -0.272 -0.051
H 0.180 0.415 -0.131
H -0.061 0.487 0.088
O -0.297 -0.430 -0.415
C -0.577 -0.262 1.405
O 0.221 -0.548 -0.502
C 0.409 1.605 1.420
C -0.747 0.061 -1.008
O 0.284 0.863 -0.082
H 0.069 -0.104 0.201
H 0.196 -0.799 -0.707
H 0.418 -0.399 0.014
H -0.024 -0.144 -0.306
O -3.661 1.041 -0.108
C 2.406 -3.385 -0.031
O 0.345 1.013 0.003
C -1.165 2.513 0.142
C 0.634 -1.105 0.731
O 0.972 -0.433 -0.219
H -0.076 0.326 -0.453
H 0.133 0.394 0.062
H 0.336 -0.471 -0.106
H 0.040 0.104 0.029
O -1.820 -3.690 -1.361
C 3.060 3.714 1.668
O 1.150 -0.619 0.907
C -1.180 -1.566 -1.181
C -0.780 -1.061 -0.221
O -1.475 2.628 -0.552
H 0.848 0.472 -0.045
H -0.335 0.492 0.589
H 0.039 -0.605 0.054
H 0.438 0.242 0.135
O -4.213 -3.669 -0.502
C 4.049 2.216 -0.614
O -1.087 2.084 2.464
C 0.526 -2.682 0.281
C -2.756 0.013 -0.749
O 2.622 1.303 -0.341
H 0.202 0.796 -0.567
H 0.559 -0.022 -0.218
H 0.486 0.038 0.146
H -0.358 -0.011 0.038
O -1.880 -0.430 1.117
C 0.849 1.006 0.460
O 2.400 0.001 -2.829
C -0.024 -2.049 0.763
C -0.343 -0.432 1.446
O -1.301 0.966 -0.371
H -0.406 0.253 -0.612
H -0.206 1.122 0.836
H 0.311 -0.557 -0.605
H 0.766 0.205 -0.234
O -1.096 4.221 2.584
C -0.715 -6.128 -1.505
O 3.068 1.108 -0.108
C 0.099 2.414 -0.518
C -1.089 -0.824 -0.133
O -1.456 -0.716 0.079
H 0.395 0.111 -0.568
H 0.505 0.769 0.687
H 0.216 0.344 -0.478
H 0.042 -1.247 -0.136

SMILES ... O=C1OC[C@@H](F)O1.CCOC(=O)OC.CCOC(=O)OC.CCOC(=O)OC.CCOC(=O)OC.O=C1OCCO1.O=C1OCCO1.O=C1OCCO1.O=C1OCCO1.O=C1OCCO1.O=C1OCCO1
Energy relative to the best compared isomer or geometry (same formula, charge and spin) ... 0.00 kcal/mol
2S+1 ... 1

These are the Löwdin partial charges, in e, on atoms 1 to 6:
1 O 0.11
2 C -0.49
3 O 0.08
4 C -0.06
5 C -0.32
6 F 0.11


(2)
Entry from the OMol25 dataset: a single C5H11NO molecule (the ωB97M-V functional and the def2-TZVPD basis).

Geometry (Å):
C 2.024589 0.354944 -1.287622
C 1.163670 -0.517599 -0.403929
C 1.219441 -0.415282 1.073165
N 0.077691 0.107212 0.344951
C -1.208190 -0.575151 0.525719
C -2.372394 0.413144 0.255756
O -1.979935 1.488303 -0.552280
H 1.569393 0.511013 -2.271482
H 3.006846 -0.109635 -1.439646
H 2.181356 1.333966 -0.822821
H 0.967873 -1.519407 -0.795249
H 1.855288 0.327654 1.552284
H 1.070400 -1.329582 1.647341
H -1.270975 -1.492143 -0.078887
H -1.309003 -0.860512 1.576750
H -3.212850 -0.095369 -0.232450
H -2.741342 0.759701 1.236315
H -1.041866 1.618746 -0.327907

Force components x, y, z for each atom (eV/Å):
C -0.037 0.029 0.017
C 0.060 -0.069 -0.144
C 0.145 -0.063 0.244
N -0.093 0.060 0.078
C -0.015 -0.074 0.078
C -0.203 -0.309 0.210
O 0.164 0.084 -0.086
H 0.012 -0.034 0.154
H -0.185 0.053 0.040
H -0.059 -0.150 -0.048
H -0.080 0.183 0.093
H -0.059 -0.122 -0.113
H 0.001 0.133 -0.075
H 0.003 0.254 -0.030
H 0.173 -0.206 -0.102
H 0.194 0.040 0.053
H 0.066 0.122 -0.236
H -0.086 0.069 -0.133

SMILES ... C[C@H]1CN1CCO
Energy relative to the best compared isomer or geometry (same formula, charge and spin) ... 50.91 kcal/mol
2S+1 ... 1

These are the natural (NBO) partial charges, in e, on atoms 1 to 6:
1 C -0.62
2 C -0.06
3 C -0.25
4 N -0.45
5 C -0.25
6 C -0.06


no.,energy (eV),HOMO level (eV)
1,-109607.527,-10.430
2,-8899.490,-9.449